a:
ORCA calculation (ωB97M-V/def2-TZVPD) on a single C4H7N3S molecule.

Structure (XYZ):
```
15
Properties=species:S:1:pos:R:3
C 2.43 -1.09 0.11
N 1.72 -0.32 0.89
N 0.33 -0.03 0.90
C -0.55 -0.20 -0.12
N -0.46 -1.38 -0.73
C -1.43 0.78 -0.38
C -1.24 2.11 0.14
S -2.05 3.42 -0.52
H 2.03 -1.74 -0.67
H 3.57 -0.87 0.31
H -0.02 0.45 1.77
H -1.29 -1.51 -1.40
H -0.38 -2.20 -0.17
H -2.12 0.44 -1.20
H -0.55 2.15 1.07
```

Output
**Charge**: 0
**Multiplicity**: 1
**LUMO**: -0.197 eV
**HOMO-LUMO gap**: 7.9 eV
**SMILES string**: C=NN/C(N)=C\C=S
**HOMO level**: -8.066 eV

---

b:
ORCA calculation (ωB97M-V/def2-TZVPD) on a single C4H7N3S molecule.

Structure (XYZ):
```
15
Properties=species:S:1:pos:R:3
H -1.72 -1.27 2.67
N -1.35 -0.78 1.86
C -0.63 -1.60 1.20
N 0.09 -1.23 0.09
N -0.32 -0.03 -0.55
C 0.64 0.39 -1.60
C 0.67 1.77 -0.98
S 1.17 3.22 -1.44
C 0.00 1.19 0.25
H -0.43 -2.63 1.49
H 0.12 -1.97 -0.61
H 1.62 -0.08 -1.53
H 0.27 0.30 -2.63
H -0.85 1.71 0.70
H 0.73 1.01 1.05
```

Output
**Charge**: 0
**Multiplicity**: 1
**LUMO**: -0.128 eV
**HOMO-LUMO gap**: 8.6 eV
**SMILES string**: [H]/N=C/NN1CC(=S)C1
**HOMO level**: -8.719 eV

---

The energy of each structure relative to the most stable one, in eV, is as follows: a 0.638; b 0.000.

---

a:
ORCA calculation (ωB97M-V/def2-TZVPD) on a single C4H7N3S molecule.

Structure (XYZ):
```
15
Properties=species:S:1:pos:R:3
C -2.19 -0.10 -1.70
C -0.84 0.03 -1.47
N -0.32 -0.23 -0.17
C 0.83 0.11 0.44
N 1.31 -0.05 1.70
N 0.33 -0.83 2.54
C 1.65 0.69 -0.66
S 0.56 0.84 -2.30
H -2.73 -0.59 -0.88
H -2.62 0.06 -2.68
H -1.01 -0.78 0.47
H 0.98 -0.82 3.49
H -0.59 -0.16 2.66
H 2.13 1.67 -0.48
H 2.52 0.16 -0.97
```

Output
**Charge**: 0
**Multiplicity**: 1
**LUMO**: 0.684 eV
**HOMO-LUMO gap**: 8.9 eV
**SMILES string**: C=C1N/C(=N\N)CS1
**HOMO level**: -8.218 eV

---

b:
ORCA calculation (ωB97M-V/def2-TZVPD) on a single C4H7N3S molecule.

Structure (XYZ):
```
15
Properties=species:S:1:pos:R:3
C 0.29 -1.66 -1.10
N 0.47 -0.40 -0.43
C 1.58 0.38 -0.65
C 1.55 1.65 -0.20
S -0.06 1.89 0.50
C -0.51 0.20 0.31
N -1.72 -0.43 0.84
N -2.46 0.40 1.63
H -0.58 -2.03 -0.59
H 0.10 -1.53 -2.11
H 1.20 -2.22 -1.03
H 2.54 0.12 -1.05
H 2.23 2.44 -0.39
H -2.64 -0.08 2.41
H -1.99 1.27 1.86
```

Output
**Charge**: 0
**Multiplicity**: 1
**LUMO**: 0.774 eV
**HOMO-LUMO gap**: 7.6 eV
**SMILES string**: Cn1ccs/c1=N\N
**HOMO level**: -6.804 eV

---

c:
ORCA calculation (ωB97M-V/def2-TZVPD) on 2 unconnected molecules or ions with the total composition C4H7N3S.

Structure (XYZ):
```
15
Properties=species:S:1:pos:R:3
C -1.41 -0.35 0.40
C -0.37 0.95 0.55
C 1.04 0.43 0.91
C 0.48 0.69 -1.61
H -0.99 -3.00 1.38
H -2.29 -0.21 -0.22
H -1.16 -1.26 -0.03
H -0.62 1.72 1.28
H 1.13 0.18 1.91
H 2.31 -0.17 -2.00
H 0.34 0.86 -2.74
N 1.95 0.07 0.14
N 1.60 0.02 -1.17
N -0.35 1.27 -0.81
S -1.65 -1.20 2.02
```

Output
**Charge**: 0
**Multiplicity**: 1
**LUMO**: -0.928 eV
**HOMO-LUMO gap**: 7.6 eV
**HOMO level**: -8.494 eV

---

d:
ORCA calculation (ωB97M-V/def2-TZVPD) on a molecular structure, C4H7N3S.

Structure (XYZ):
```
15
Properties=species:S:1:pos:R:3
C 0.10 0.31 0.82
C 0.06 -0.34 -1.72
C 0.72 -1.44 -1.40
C -0.31 1.84 -1.04
H -0.80 0.00 2.87
H -0.38 -1.46 3.23
H 0.00 1.31 1.41
H -0.89 -0.28 -2.68
H 0.24 -2.51 -1.96
H 1.64 -1.64 -0.44
H -0.50 2.33 -0.14
N 0.12 -0.51 2.81
N 0.22 -0.77 1.40
N 0.15 0.66 -0.61
S -0.37 2.49 -2.54
```

Output
**Charge**: 0
**Multiplicity**: 1
**LUMO**: 0.323 eV
**HOMO-LUMO gap**: 9.0 eV
**HOMO level**: -8.659 eV

---

The energy of each structure relative to the most stable one, in eV, is as follows: a 0.368; b 0.000; c 2.800; d 3.277.

---

a:
ORCA calculation (ωB97M-V/def2-TZVPD) on a single C4H5NO molecule.

Structure (XYZ):
```
11
Properties=species:S:1:pos:R:3
C 0.59 1.17 -0.78
C 0.30 -0.32 -0.51
O 0.92 -0.72 0.69
C -0.44 -1.03 0.63
C -1.56 -0.30 1.20
N -2.61 0.15 1.39
H 0.81 1.35 -1.84
H -0.17 1.89 -0.47
H 1.51 1.42 -0.23
H 0.34 -0.94 -1.40
H -0.58 -2.12 0.74
```

Output
**Charge**: 0
**Multiplicity**: 1
**LUMO**: 0.799 eV
**HOMO-LUMO gap**: 11.5 eV
**SMILES string**: C[C@H]1O[C@H]1C#N
**HOMO level**: -10.727 eV

---

b:
ORCA calculation (ωB97M-V/def2-TZVPD) on a single C4H5NO molecule.

Structure (XYZ):
```
11
Properties=species:S:1:pos:R:3
C -0.32 1.55 -1.22
C -0.10 0.44 -0.51
N -0.19 0.33 0.88
C 0.14 -0.99 1.22
C 0.33 -1.66 0.08
O 0.23 -0.80 -1.01
H -0.83 2.36 -0.71
H -0.04 1.69 -2.25
H 0.16 1.11 1.41
H 0.17 -1.32 2.24
H 0.45 -2.71 -0.14
```

Output
**Charge**: 0
**Multiplicity**: 1
**LUMO**: 0.965 eV
**HOMO-LUMO gap**: 8.4 eV
**SMILES string**: C=C1NC=CO1
**HOMO level**: -7.387 eV

---

c:
ORCA calculation (ωB97M-V/def2-TZVPD) on a molecular structure, C4H5NO.

Structure (XYZ):
```
11
Properties=species:S:1:pos:R:3
N -1.99 -1.74 0.98
C -0.99 -1.42 0.49
C 0.22 -0.88 -0.18
C -0.09 0.49 -0.78
C 0.53 0.99 0.52
O 1.13 -0.30 0.75
H 0.69 -1.65 -0.80
H 0.56 0.70 -1.63
H -1.12 0.77 -1.01
H 1.23 1.80 0.34
H -0.18 1.22 1.32
```

Output
**Charge**: 0
**Multiplicity**: 1
**LUMO**: 0.854 eV
**HOMO-LUMO gap**: 11.7 eV
**HOMO level**: -10.811 eV

---

d:
ORCA calculation (ωB97M-V/def2-TZVPD) on a molecular structure, C4H5NO.

Structure (XYZ):
```
11
Properties=species:S:1:pos:R:3
N -1.45 -1.07 -1.05
C -0.65 -0.28 -0.48
C 0.52 -0.54 0.33
C 1.32 0.27 0.89
C 0.55 1.47 0.37
O -0.63 1.07 -0.45
H -2.18 -0.56 -1.55
H 0.44 -2.23 0.73
H 0.90 -2.22 0.11
H 1.18 2.09 -0.28
H 0.16 2.08 1.19
```

Output
**Charge**: 0
**Multiplicity**: 1
**LUMO**: -0.159 eV
**HOMO-LUMO gap**: 9.8 eV
**HOMO level**: -10.003 eV

---

The energy of each structure relative to the most stable one, in eV, is as follows: a 0.868; b 0.000; c 0.233; d 4.727.

---

a:
ORCA calculation (ωB97M-V/def2-TZVPD) on 3 unconnected molecules or ions with the total composition C4H5NO.

Structure (XYZ):
```
11
Properties=species:S:1:pos:R:3
C -1.39 0.96 -0.25
C -0.43 -1.07 0.42
O -0.86 -1.98 0.99
C 1.68 -0.73 0.11
C 1.33 0.53 -0.26
N 0.63 1.45 -0.51
H -2.04 0.50 0.49
H -1.60 0.64 -1.27
H -1.38 2.04 -0.14
H 1.94 -1.45 -0.66
H 2.11 -0.89 1.10
```

Output
**Charge**: 0
**Multiplicity**: 1
**LUMO**: -0.142 eV
**HOMO-LUMO gap**: 8.6 eV
**HOMO level**: -8.696 eV

---

b:
ORCA calculation (ωB97M-V/def2-TZVPD) on a single C4H5NO molecule.

Structure (XYZ):
```
11
Properties=species:S:1:pos:R:3
C 2.63 -0.28 0.22
C 1.49 -0.03 -0.09
C 0.07 0.18 -0.19
C -0.83 -1.00 0.04
N -0.31 1.40 -0.28
O -1.68 1.51 -0.17
H 3.62 -0.47 0.57
H -1.45 -1.21 -0.84
H -0.23 -1.88 0.28
H -1.50 -0.77 0.87
H -1.81 2.46 -0.13
```

Output
**Charge**: 0
**Multiplicity**: 1
**LUMO**: 0.910 eV
**HOMO-LUMO gap**: 10.2 eV
**SMILES string**: C#C/C(C)=N/O
**HOMO level**: -9.295 eV

---

c:
ORCA calculation (ωB97M-V/def2-TZVPD) on a single C4H5NO molecule.

Structure (XYZ):
```
11
Properties=species:S:1:pos:R:3
C -1.37 0.39 0.44
C -0.50 -0.60 -0.10
O -0.93 -1.66 0.55
C 1.04 -0.37 0.01
C 1.42 0.90 -0.57
N 1.63 1.94 -1.04
H -2.43 0.30 0.40
H -0.71 -0.56 -1.22
H -1.01 1.26 0.94
H 1.55 -1.20 -0.48
H 1.31 -0.39 1.07
```

Output
**Charge**: 0
**Multiplicity**: 1
**LUMO (spin up / spin down)**: -1.118 / -1.700 eV
**HOMO-LUMO gap (spin up / spin down)**: 9.5 / 8.0 eV
**HOMO level (spin up / spin down)**: -10.593 / -9.694 eV

---

d:
ORCA calculation (ωB97M-V/def2-TZVPD) on a single C4H5NO molecule.

Structure (XYZ):
```
11
Properties=species:S:1:pos:R:3
N 1.72 -0.29 -0.37
C 0.41 0.02 0.01
C -0.69 -0.86 -0.04
C -1.87 -0.19 0.22
O -1.49 1.13 0.49
C -0.15 1.21 0.41
H 2.40 0.37 -0.03
H 1.98 -1.23 -0.10
H -0.71 -1.91 -0.33
H -1.91 -0.42 -0.91
H 0.30 2.16 0.64
```

Output
**Charge**: 0
**Multiplicity**: 1
**LUMO**: 0.811 eV
**HOMO-LUMO gap**: 9.2 eV
**SMILES string**: Nc1ccoc1
**HOMO level**: -8.372 eV

---

The energy of each structure relative to the most stable one, in eV, is as follows: a 1.642; b 0.216; c 0.929; d 0.000.

---

a:
ORCA calculation (ωB97M-V/def2-TZVPD) on 2 unconnected molecules or ions with the total composition C4H5NO.

Structure (XYZ):
```
11
Properties=species:S:1:pos:R:3
C 0.25 1.30 -0.02
C 1.72 -0.63 0.00
C 1.54 0.74 0.13
C -2.17 -1.38 0.00
N -0.80 1.72 -0.35
O -2.67 -0.23 0.30
H 2.54 -1.18 0.27
H 0.80 -1.15 -0.34
H 2.46 1.31 0.57
H -1.30 -1.21 -0.58
H -2.36 0.69 0.03
```

Output
**Charge**: 0
**Multiplicity**: 1
**LUMO**: -0.533 eV
**HOMO-LUMO gap**: 7.7 eV
**HOMO level**: -8.220 eV

---

b:
ORCA calculation (ωB97M-V/def2-TZVPD) on a molecular structure, C4H5NO.

Structure (XYZ):
```
11
Properties=species:S:1:pos:R:3
N 1.88 -0.74 -0.41
C 2.31 0.00 0.41
C 0.62 0.63 0.16
C -0.49 0.13 -0.77
C -1.02 -0.51 0.51
O -0.08 0.28 1.29
H 0.96 1.66 0.10
H -1.11 0.97 -1.10
H -0.23 -0.52 -1.61
H -2.05 -0.30 0.81
H -0.79 -1.58 0.62
```

Output
**Charge**: 0
**Multiplicity**: 1
**LUMO**: 0.826 eV
**HOMO-LUMO gap**: 11.4 eV
**HOMO level**: -10.546 eV

---

c:
ORCA calculation (ωB97M-V/def2-TZVPD) on a single C4H5NO molecule.

Structure (XYZ):
```
11
Properties=species:S:1:pos:R:3
N 1.56 -0.06 -1.61
C 1.30 0.40 -0.58
C 0.75 0.59 0.77
C -0.41 -0.42 0.79
C -1.07 -0.30 -0.58
O -1.28 0.79 -1.05
H 1.55 0.35 1.48
H 0.41 1.61 0.96
H -0.03 -1.43 0.98
H -1.16 -0.19 1.55
H -1.29 -1.22 -1.15
```

Output
**Charge**: 0
**Multiplicity**: 1
**LUMO**: 0.724 eV
**HOMO-LUMO gap**: 11.0 eV
**SMILES string**: N#CCCC=O
**HOMO level**: -10.257 eV

---

The energy of each structure relative to the most stable one, in eV, is as follows: a 3.790; b 2.804; c 0.000.